## i
ORCA calculation (wB97M-V/def2-TZVPD) on a 2-piece molecular cluster, C5H7NO2 overall.

SMILES: O=C1C=CC=N1.CO
Spin multiplicity: 1
Molar mass: 113.1 g/mol
Gap between HOMO and LUMO: 0.2876 Eh

Geometry as XYZ:
```
15
C5H7NO2, DFT wB97M-V/def2-TZVPD
O 1.59 2.03 0.88
C 0.62 1.29 1.00
C -0.37 1.40 2.13
C -1.24 0.40 1.90
C -0.77 -0.40 0.71
N 0.25 0.16 0.24
H -0.52 2.02 3.03
H -2.09 0.24 2.52
H -1.34 -1.20 0.24
C 0.87 -1.25 -2.20
O -0.28 -0.52 -2.36
H 0.75 -2.19 -2.77
H 1.06 -1.42 -1.15
H 1.76 -0.72 -2.62
H -0.29 0.15 -1.56
```

Which charges does Mulliken predict for the atoms? In e, they are: -0.47 0.03 -0.09 -0.53 0.15 -0.34 0.37 0.40 0.40 -0.47 -0.54 0.25 0.25 0.19 0.41

## ii
ORCA calculation (wB97M-V/def2-TZVPD) on C5H7NO2 in the gas phase.

SMILES: C[C@@H]1C[C@@]1(O)N=C=O
Spin multiplicity: 1
Molar mass: 113.1 g/mol
Gap between HOMO and LUMO: 0.3603 Eh

Geometry as XYZ:
```
15
C5H7NO2, DFT wB97M-V/def2-TZVPD
C 1.30 0.89 0.77
C 0.48 0.41 -0.37
C -0.88 0.94 -0.74
C -0.90 -0.41 -0.12
O -1.68 -0.40 1.04
N -0.82 -1.67 -0.76
C 0.29 -2.07 -0.49
O 1.29 -2.64 -0.24
H 2.18 0.24 0.87
H 0.76 0.88 1.72
H 1.67 1.90 0.58
H 1.10 0.22 -1.24
H -1.24 1.77 -0.14
H -1.15 1.00 -1.79
H -2.39 -1.06 0.93
```

Which charges does Mulliken predict for the atoms? In e, they are: -1.27 -0.09 -0.74 0.80 -0.52 -0.67 0.65 -0.44 0.31 0.31 0.33 0.45 0.25 0.28 0.35

## iii
ORCA calculation (wB97M-V/def2-TZVPD) on C5H7NO2 as an isolated structure.

Spin multiplicity: 1
Molar mass: 113.1 g/mol
Gap between HOMO and LUMO: 0.3757 Eh

Geometry as XYZ:
```
15
C5H7NO2, DFT wB97M-V/def2-TZVPD
C 1.64 -1.35 -0.27
C 0.86 -0.35 -1.03
C -0.91 1.35 -0.35
C -1.47 1.21 1.12
C -0.62 -0.19 0.98
H 2.37 -2.13 -0.66
H 0.85 -2.01 0.04
H 1.70 -0.93 1.09
H -0.57 2.43 -0.31
H -1.46 0.97 -1.17
H -2.45 1.05 1.35
H -0.65 1.78 1.92
N -0.06 0.26 -0.17
O 0.98 0.31 -2.12
O -0.53 -1.18 1.65
```

Which charges does Mulliken predict for the atoms? In e, they are: -1.07 0.71 -0.53 -0.58 0.34 0.35 0.37 0.27 0.26 0.35 0.38 0.23 0.11 -0.61 -0.59

Which of them is most stable, and which least? Most stable: ii; least stable: iii.

## i
ORCA calculation (wB97M-V/def2-TZVPD) on C5H7NO2 as an isolated structure.

Spin multiplicity: 1
Molar mass: 113.1 g/mol
Gap between HOMO and LUMO (alpha / beta): 0.2731 / 0.2732 Eh

Geometry as XYZ:
```
15
C5H7NO2, DFT wB97M-V/def2-TZVPD
C 0.38 -0.77 -0.21
C 0.68 -1.92 0.69
N -0.96 -0.59 -0.56
C 0.30 1.08 0.48
O 1.18 1.86 -0.22
C -1.20 0.74 -0.62
C -1.96 1.65 -1.06
O 0.13 1.19 1.67
H 1.56 2.50 0.41
H -1.52 -1.28 -1.05
H 1.12 -0.49 -0.96
H 0.36 -1.68 1.70
H 1.75 -2.16 0.70
H 0.12 -2.81 0.38
H -1.95 2.68 -1.35
```

Which charges does Mulliken predict for the atoms? In e, they are: -0.01 -1.19 -0.15 0.67 -0.48 -0.01 -0.45 -0.57 0.33 0.24 0.33 0.32 0.32 0.33 0.32

## ii
ORCA calculation (wB97M-V/def2-TZVPD) on C5H7NO2 in the gas phase.

SMILES: C/C(O)=C(/C)N=C=O
Spin multiplicity: 1
Molar mass: 113.1 g/mol
Gap between HOMO and LUMO (alpha / beta): 0.2444 / 0.2442 Eh

Geometry as XYZ:
```
15
C5H7NO2, DFT wB97M-V/def2-TZVPD
C 0.64 -1.78 0.03
C -0.33 -0.66 -0.13
O -1.60 -1.09 -0.28
C -0.01 0.67 0.20
C -1.11 1.64 0.60
N 1.23 1.15 0.10
C 2.28 0.75 -0.79
O 2.63 0.26 -1.77
H 0.10 -2.68 0.34
H 1.13 -1.96 -0.93
H 1.39 -1.63 0.81
H -2.25 -0.35 -0.25
H -0.65 2.56 0.95
H -1.72 1.90 -0.26
H -1.75 1.22 1.37
```

Which charges does Mulliken predict for the atoms? In e, they are: -1.42 0.53 -0.57 0.94 -1.52 -0.63 0.48 -0.28 0.41 0.30 0.32 0.33 0.36 0.39 0.36

## iii
ORCA calculation (wB97M-V/def2-TZVPD) on C5H7NO2 in the gas phase.

SMILES: CO[C@H]1C[C@H]1N=C=O
Spin multiplicity: 1
Molar mass: 113.1 g/mol
Gap between HOMO and LUMO: 0.3835 Eh

Geometry as XYZ:
```
15
C5H7NO2, DFT wB97M-V/def2-TZVPD
C -0.72 -0.63 -1.99
O -0.50 -0.84 -0.61
C 0.75 -0.47 -0.15
C 1.02 0.99 0.12
C 0.78 0.06 1.28
N -0.35 0.16 2.08
C -1.50 0.30 2.32
O -2.58 0.43 2.72
H -0.41 0.38 -2.30
H -1.79 -0.75 -2.14
H -0.17 -1.37 -2.59
H 1.58 -1.10 -0.46
H 0.24 1.70 -0.11
H 2.02 1.37 -0.03
H 1.64 -0.22 1.87
```

Which charges does Mulliken predict for the atoms? In e, they are: -0.73 -0.31 -0.06 -0.71 -0.01 -0.31 0.54 -0.47 0.32 0.24 0.27 0.36 0.30 0.24 0.34

Which of them is most stable, and which least? Most stable: iii; least stable: i.

## i
ORCA calculation (wB97M-V/def2-TZVPD) on C4H6ClF in the gas phase.

SMILES: CC/C(Cl)=C/F
Spin multiplicity: 1
Molar mass: 108.5 g/mol
Gap between HOMO and LUMO: 0.3812 Eh

Geometry as XYZ:
```
12
C4H6ClF, DFT wB97M-V/def2-TZVPD
C -1.43 0.42 0.12
C -0.50 -0.78 -0.04
C 1.01 -0.39 -0.02
Cl 2.08 -1.58 0.66
C 1.53 0.80 -0.31
F 2.84 1.09 -0.12
H -1.07 1.01 0.97
H -2.35 -0.16 0.30
H -1.44 0.90 -0.87
H -0.82 -1.32 -0.88
H -0.79 -1.56 0.73
H 0.94 1.57 -0.56
```

Which charges does Mulliken predict for the atoms? In e, they are: -1.18 -0.42 0.09 -0.20 -0.16 -0.24 0.35 0.36 0.28 0.35 0.34 0.44

## ii
ORCA calculation (wB97M-V/def2-TZVPD) on C4H6ClF in the gas phase.

SMILES: C[C@@H]1[C@@H](F)[C@H]1Cl
Spin multiplicity: 1
Molar mass: 108.5 g/mol
Gap between HOMO and LUMO: 0.4071 Eh

Geometry as XYZ:
```
12
C4H6ClF, DFT wB97M-V/def2-TZVPD
C -1.32 -0.71 0.48
C -0.31 -0.02 -0.39
C 1.17 -0.29 -0.40
F 1.82 -0.32 -1.60
C 0.70 0.97 0.19
Cl 1.17 2.54 -0.56
H -2.32 -0.47 0.11
H -1.27 -1.72 0.36
H -1.17 -0.42 1.50
H -0.67 0.15 -1.31
H 1.60 -0.90 0.34
H 0.59 1.19 1.28
```

Which charges does Mulliken predict for the atoms? In e, they are: -1.32 -0.15 0.09 -0.28 -0.29 -0.21 0.33 0.35 0.34 0.51 0.35 0.28

## iii
ORCA calculation (wB97M-V/def2-TZVPD) on C4H6ClF in the gas phase.

SMILES: C[C@]1(Cl)C[C@@H]1F
Spin multiplicity: 1
Molar mass: 108.5 g/mol
Gap between HOMO and LUMO: 0.4207 Eh

Geometry as XYZ:
```
12
C4H6ClF, DFT wB97M-V/def2-TZVPD
C -0.91 -1.52 -0.17
C -0.04 -0.30 0.09
Cl 1.82 -0.49 -0.17
C -0.32 0.60 1.20
C -0.47 1.08 -0.15
F -1.80 1.28 -0.57
H -0.75 -2.47 0.41
H -1.99 -1.20 0.10
H -0.89 -1.74 -1.22
H -1.22 0.35 1.74
H 0.45 1.07 1.84
H 0.23 1.75 -0.66
```

Which charges does Mulliken predict for the atoms? In e, they are: -1.06 0.64 -0.25 -0.80 0.05 -0.31 0.32 0.25 0.32 0.24 0.26 0.35

Which of them is most stable, and which least? Most stable: iii; least stable: ii.

## i
ORCA calculation (wB97M-V/def2-TZVPD) on a 2-piece molecular cluster, C5H11NO2 overall.

Spin multiplicity: 1
Molar mass: 117.1 g/mol
Gap between HOMO and LUMO: 0.1739 Eh

Geometry as XYZ:
```
19
C5H11NO2, DFT wB97M-V/def2-TZVPD
C 0.62 -0.63 1.06
C -0.50 0.46 0.94
C -0.01 1.64 0.13
C 0.46 1.27 -1.30
N -0.88 0.87 2.14
C -0.28 -2.26 -1.34
O 0.94 -2.36 -1.17
O -1.02 -1.26 -1.20
H 1.47 -0.27 1.64
H 0.87 -1.03 0.06
H 0.24 -1.46 1.67
H -1.34 -0.04 0.39
H 0.86 2.11 0.61
H -0.73 2.46 0.05
H -0.21 0.50 -1.70
H 1.38 0.71 -1.10
H 0.65 2.18 -1.86
H -1.64 0.28 2.51
H -0.89 -3.18 -1.51
```

Which charges does Mulliken predict for the atoms? In e, they are: -1.21 0.71 -0.64 -1.00 -0.42 0.11 -0.63 -0.63 0.32 0.30 0.39 0.38 0.24 0.40 0.25 0.30 0.37 0.37 0.39

## ii
ORCA calculation (wB97M-V/def2-TZVPD) on a 2-piece molecular cluster, C5H11NO2 overall.

SMILES: N/C=C/CCC=O.O
Spin multiplicity: 1
Molar mass: 117.1 g/mol
Gap between HOMO and LUMO: 0.2976 Eh

Geometry as XYZ:
```
19
C5H11NO2, DFT wB97M-V/def2-TZVPD
N -2.84 -0.68 0.28
C -1.66 -0.20 0.71
C -0.95 0.60 -0.19
C 0.39 1.16 0.04
C 1.31 0.96 -1.19
C 1.17 -0.61 -1.32
O 2.12 -1.35 -1.35
H -3.40 -1.14 1.03
H -3.33 -0.54 -0.58
H -1.25 -0.25 1.68
H -1.46 0.95 -1.11
H 0.21 2.29 0.14
H 0.97 0.69 0.81
H 1.02 1.37 -2.18
H 2.33 1.42 -0.93
H 0.23 -1.16 -1.08
O 1.88 -0.85 1.77
H 1.91 -1.45 1.08
H 1.34 -1.21 2.40
```

Which charges does Mulliken predict for the atoms? In e, they are: -0.46 0.07 -0.62 -0.56 -0.47 -0.13 -0.49 0.20 0.18 0.38 0.22 0.27 0.34 0.36 0.28 0.46 -0.59 0.29 0.28

Which of them is most stable, and which least? Most stable: ii; least stable: i.

## i
ORCA calculation (wB97M-V/def2-TZVPD) on C5H11NO2 as an isolated structure.

Spin multiplicity: 1
Molar mass: 117.1 g/mol
Gap between HOMO and LUMO: 0.3579 Eh

Geometry as XYZ:
```
19
C5H11NO2, DFT wB97M-V/def2-TZVPD
C -0.98 -0.90 -1.45
C 0.19 0.08 -1.31
C 0.11 0.14 0.66
C 1.21 -0.82 1.10
C 0.29 1.62 1.03
N -1.26 -0.44 0.84
O -1.43 -1.43 -0.20
O 0.03 1.36 -1.89
H -1.88 -0.41 -1.91
H -0.49 -1.80 -1.83
H 1.15 -0.26 -1.57
H 2.11 -0.53 0.67
H 0.91 -1.78 0.74
H 1.15 -0.97 2.19
H -0.59 2.11 1.18
H 0.72 1.97 0.04
H 0.87 1.68 2.01
H -1.16 -1.04 1.57
H -0.94 1.42 -1.85
```

Which charges does Mulliken predict for the atoms? In e, they are: -0.32 -0.55 1.23 -1.64 -1.35 -0.54 -0.28 -0.53 0.35 0.23 0.48 0.44 0.41 0.41 0.42 0.29 0.30 0.32 0.33

## ii
ORCA calculation (wB97M-V/def2-TZVPD) on C5H11NO2 in the gas phase.

SMILES: CCC(=O)NCCO
Spin multiplicity: 1
Molar mass: 117.1 g/mol
Gap between HOMO and LUMO: 0.3787 Eh

Geometry as XYZ:
```
19
C5H11NO2, DFT wB97M-V/def2-TZVPD
C -1.11 -0.40 -2.26
C 0.19 -0.73 -1.62
C 0.81 0.45 -1.05
O 1.44 1.25 -1.80
N 0.44 0.86 0.21
C -0.41 0.17 1.16
C 0.42 -0.34 2.31
O 0.39 0.63 3.31
H -1.30 -0.87 -3.18
H -2.02 -0.56 -1.54
H -1.07 0.69 -2.45
H 0.07 -1.49 -0.80
H 0.97 -1.22 -2.37
H 0.70 1.75 0.31
H -0.82 -0.77 0.81
H -1.19 0.78 1.37
H 1.42 -0.38 1.90
H 0.27 -1.30 2.71
H 0.82 1.47 3.00
```

Which charges does Mulliken predict for the atoms? In e, they are: -1.00 -0.17 0.29 -0.66 -0.11 -0.66 -0.53 -0.57 0.34 0.21 0.30 0.29 0.29 0.14 0.30 0.47 0.32 0.42 0.32

Which of them is most stable, and which least? Most stable: ii; least stable: i.

## i
ORCA calculation (wB97M-V/def2-TZVPD) on C5H11NO2 in the gas phase.

SMILES: CC(=O)NC(C)(C)O
Spin multiplicity: 1
Molar mass: 117.1 g/mol
Gap between HOMO and LUMO: 0.3833 Eh

Geometry as XYZ:
```
19
C5H11NO2, DFT wB97M-V/def2-TZVPD
C -2.68 0.28 0.73
C -1.43 0.11 -0.25
O -1.46 0.34 -1.43
N -0.37 -0.21 0.51
C 1.04 -0.17 0.09
C 1.45 1.25 -0.28
C 1.23 -1.13 -1.08
O 1.79 -0.55 1.22
H -2.60 1.23 1.27
H -3.57 0.30 0.10
H -2.83 -0.55 1.43
H -0.76 -0.07 1.50
H 2.49 1.27 -0.58
H 1.33 1.90 0.59
H 0.82 1.61 -1.09
H 0.62 -0.82 -1.92
H 2.28 -1.15 -1.36
H 0.93 -2.14 -0.79
H 1.70 -1.50 1.35
```

Which charges does Mulliken predict for the atoms? In e, they are: -1.34 0.70 -0.60 -0.24 1.08 -1.57 -1.45 -0.60 0.32 0.36 0.38 0.30 0.40 0.39 0.36 0.36 0.39 0.41 0.35

## ii
ORCA calculation (wB97M-V/def2-TZVPD) on a 2-piece molecular cluster, C5H11NO2 overall.

SMILES: C=NCCCC=O.O
Spin multiplicity: 1
Molar mass: 117.1 g/mol
Gap between HOMO and LUMO: 0.3679 Eh

Geometry as XYZ:
```
19
C5H11NO2, DFT wB97M-V/def2-TZVPD
C 1.10 1.78 -0.30
N 1.59 0.74 0.19
C 1.56 -0.52 -0.49
C 0.16 -1.07 -0.79
C -0.57 -1.67 0.41
C -0.82 -0.81 1.64
O -1.65 -1.18 2.44
H 0.59 1.73 -1.28
H 1.15 2.76 0.16
H 2.10 -1.27 0.06
H 2.10 -0.45 -1.44
H -0.42 -0.20 -1.16
H 0.11 -1.62 -1.72
H -1.52 -2.10 0.08
H 0.09 -2.51 0.68
H -0.15 0.06 1.69
O -1.51 2.26 0.12
H -2.41 2.25 0.46
H -1.51 1.84 -0.74
```

Which charges does Mulliken predict for the atoms? In e, they are: -0.38 -0.41 -0.64 -0.32 -0.60 0.06 -0.50 0.32 0.30 0.35 0.34 0.01 0.44 0.33 0.27 0.41 -0.59 0.30 0.31

## iii
ORCA calculation (wB97M-V/def2-TZVPD) on C5H11NO2 in the gas phase.

SMILES: CC[C@@H](C)NC(=O)O
Spin multiplicity: 1
Molar mass: 117.1 g/mol
Gap between HOMO and LUMO: 0.3912 Eh

Geometry as XYZ:
```
19
C5H11NO2, DFT wB97M-V/def2-TZVPD
C 1.85 -0.50 -0.85
C 0.44 -0.97 -0.94
C -0.62 0.01 -0.35
C -2.00 -0.49 -0.76
N -0.40 0.16 1.09
C 0.31 1.22 1.54
O 1.05 1.95 0.94
O -0.03 1.47 2.84
H 2.60 -1.03 -1.46
H 2.25 -0.52 0.16
H 1.95 0.50 -1.30
H 0.29 -1.02 -2.03
H 0.28 -1.97 -0.52
H -0.39 1.00 -0.74
H -2.61 -0.43 0.15
H -2.04 -1.49 -1.18
H -2.39 0.15 -1.55
H -1.04 -0.21 1.78
H 0.50 2.17 3.16
```

Which charges does Mulliken predict for the atoms? In e, they are: -1.25 -0.62 0.41 -1.32 -0.25 0.48 -0.57 -0.50 0.38 0.27 0.31 0.31 0.33 0.42 0.37 0.34 0.28 0.26 0.34

## iv
ORCA calculation (wB97M-V/def2-TZVPD) on C5H11NO2 in the gas phase.

SMILES: CC(C)(C)O/C=[NH+]\[O-]
Spin multiplicity: 1
Molar mass: 117.1 g/mol
Gap between HOMO and LUMO (alpha / beta): 0.3091 / 0.3091 Eh

Geometry as XYZ:
```
19
C5H11NO2, DFT wB97M-V/def2-TZVPD
C 1.26 1.20 0.13
C 0.47 0.00 -0.39
C 0.76 -1.28 0.39
C 0.70 -0.20 -1.89
O -0.99 0.27 -0.32
C -1.56 0.45 0.84
N -2.87 0.26 0.96
O -2.66 -1.18 1.08
H 2.32 1.04 -0.07
H 0.94 2.11 -0.37
H 1.14 1.33 1.21
H 0.60 -1.14 1.46
H 1.79 -1.58 0.23
H 0.09 -2.08 0.06
H 0.44 0.71 -2.44
H 1.74 -0.44 -2.08
H 0.07 -1.01 -2.26
H -0.97 0.91 1.63
H -3.27 0.65 1.82
```

Which charges does Mulliken predict for the atoms? In e, they are: -1.57 1.51 -1.51 -1.63 -0.37 0.11 -0.23 -0.54 0.41 0.40 0.37 0.36 0.44 0.39 0.38 0.42 0.39 0.34 0.31

Which of them is most stable, and which least? Most stable: iii; least stable: iv.